ORCA calculation (wB97M-V/def2-TZVPD) on a molecular structure, C21H26Cl2F4N6SZr.

* LUMO energy: -6.9 eV

```
! RIJCOSX wB97M-V def2-TZVPD def2/J DEFGRID3
* xyz 2 1
Zr -0.66458 0.10665 0.47822
C 3.41439 -0.76009 -0.56134
C 2.62654 0.53919 -0.52151
N 1.19518 0.50649 -1.00461
C 1.08066 -0.30901 -2.26088
C 1.87615 0.20410 -3.45325
C 0.84934 1.93138 -1.26931
C -0.54129 2.05576 -1.84968
N -1.45973 1.14638 -1.14209
C -2.81667 1.42744 -1.34491
C -3.71395 1.14770 -0.32182
F -3.17119 0.58786 0.81739
C -5.06284 1.40792 -0.37024
F -5.81948 1.08343 0.67591
C -5.60165 1.99653 -1.49418
C -4.74385 2.29006 -2.53608
F -5.22127 2.83400 -3.64465
C -3.38447 2.00952 -2.48247
F -2.64762 2.26811 -3.56607
H 4.39194 -0.56729 -0.11871
H 3.59477 -1.10363 -1.57774
H 2.96083 -1.57423 -0.00447
H 3.15746 1.26182 -1.14611
H 2.61785 0.95784 0.48286
H 0.02216 -0.35917 -2.52447
H 1.39954 -1.31835 -2.00805
H 1.52978 1.17686 -3.79818
H 1.74202 -0.49093 -4.28148
H 2.94376 0.26908 -3.25134
H 1.57385 2.38104 -1.95069
H 0.93428 2.46539 -0.31978
H -0.52777 1.84517 -2.91801
H -0.87336 3.08997 -1.72483
H -6.65851 2.21060 -1.56530
C 2.51541 -0.85671 3.71270
C 1.59228 -0.82826 2.54343
N 1.00798 0.24890 2.12672
N 1.35339 1.39245 2.78532
C 0.46803 2.34112 2.68896
N 0.68134 3.50793 3.29270
S -1.02664 2.17460 1.79072
C 1.37151 -2.04998 1.74972
C 2.04531 -3.22801 2.03096
C 1.91845 -4.31162 1.17456
C 1.12447 -4.18751 0.04845
C 0.45711 -2.99299 -0.15279
N 0.55689 -1.94596 0.67387
H 2.35045 0.00927 4.34344
H 2.38212 -1.76431 4.29797
H 3.55265 -0.82357 3.36687
H 1.50910 3.63493 3.85358
H 0.01011 4.25359 3.23520
H 2.68935 -3.30087 2.89356
H 2.44880 -5.23150 1.38082
H 1.01408 -4.99309 -0.66281
H -0.17895 -2.87245 -1.01821
Cl -2.02235 -1.45827 2.48155
C -3.10181 -2.27797 1.32463
Cl -2.58324 -1.92535 -0.34753
H -4.10335 -1.88487 1.45681
H -3.03477 -3.34710 1.48668
*
```

***

ORCA calculation (wB97M-V/def2-TZVPD) on a molecular structure, C21H26ClN3O3.

* LUMO energy: -0.3 eV

```
! RIJCOSX wB97M-V def2-TZVPD def2/J DEFGRID3
* xyz 0 1
C 1.19088 1.83385 1.25574
C -0.01674 1.06294 1.82854
C -1.39344 0.86571 1.34542
N -1.89031 0.09465 2.17968
C -0.93137 -0.04130 3.15146
C -1.12031 -1.08796 4.14649
C -0.01890 -1.39681 5.04719
C -0.51193 -2.01478 6.18278
C -1.73884 -2.62241 6.30616
C -2.69085 -2.49422 5.48108
C -2.62280 -1.74453 4.19629
H -3.33561 -1.40573 3.48864
H -3.57058 -2.82511 5.68136
Cl -2.05701 -3.79989 7.68731
H 0.29110 -2.18074 6.93570
H 0.84105 -0.92590 4.89702
O 0.32670 0.36355 2.91790
C -1.89616 1.44899 0.04320
N -2.35347 0.63929 -1.03030
C -1.22723 0.56858 -2.22614
C -0.05565 -0.18109 -2.01166
C 0.82048 -0.36893 -3.42650
O 0.63951 -1.18493 -4.16991
N 1.66096 0.68274 -3.55009
C 1.67567 2.08011 -2.56302
H 1.27255 1.81073 -1.55508
C 3.56651 1.92382 -2.09831
O 4.03810 1.93298 -3.37890
C 4.01409 0.84196 -4.31579
H 4.59783 1.00222 -5.07863
C 2.31681 0.91700 -4.66849
H 2.18335 0.17552 -5.25820
H 2.16068 1.79122 -5.17127
H 4.27336 0.00701 -3.73689
H 3.75773 2.74916 -1.56344
H 3.46529 0.83014 -1.70836
H 1.60894 3.00879 -2.97299
H 0.63296 -0.23529 -1.16577
C -0.61161 -1.71628 -1.81793
C -1.59729 -1.81014 -0.78505
C -2.58136 -0.84262 -0.74186
H -3.24430 -0.85069 -0.13246
H -3.20391 -0.98409 -1.75561
H -1.85739 -2.68486 -0.50681
H -1.07832 -1.43088 0.21077
H 0.23602 -2.40695 -1.43731
H -1.00747 -2.03969 -2.58401
H -0.80840 1.67510 -2.12438
H -1.90008 0.43428 -3.06934
H -1.47096 2.37977 -0.42110
H -3.05054 1.79550 0.44784
H 1.87401 1.33190 0.76699
H 1.47731 2.43939 2.23425
H 0.92098 2.58894 0.59379
*
```

***

ORCA calculation (wB97M-V/def2-TZVPD) on a molecular structure, C21H26MnN7OS.

* LUMO energy (spin up / spin down): -3.3 / -3.2 eV

```
! RIJCOSX wB97M-V def2-TZVPD def2/J DEFGRID3
* xyz 1 2
Mn 0.06746 -0.86136 0.78235
N -2.59673 2.27549 1.81789
C -1.55631 1.46946 1.54986
S -1.60433 -0.15735 2.19250
N -0.59096 1.97213 0.82419
N 0.38630 1.05908 0.57481
C 1.49737 1.45295 0.04414
C 1.82012 2.85167 -0.31003
C 1.78352 3.85361 0.65574
C 2.10321 5.15698 0.31353
C 2.44674 5.47134 -0.99450
C 2.47685 4.47827 -1.96247
C 2.17101 3.17031 -1.61923
C 2.45475 0.35702 -0.17420
C 3.77459 0.56025 -0.55692
C 4.61097 -0.53348 -0.70166
C 4.11347 -1.80436 -0.45286
C 2.79451 -1.93115 -0.06298
N 1.97401 -0.88572 0.06719
H -3.31619 1.97728 2.45018
H -2.54932 3.23983 1.53403
H 1.50213 3.60808 1.67076
H 2.08077 5.93194 1.06792
H 2.69073 6.49145 -1.25921
H 2.73724 4.72131 -2.98386
H 2.19271 2.39635 -2.37818
H 4.13277 1.56558 -0.72238
H 5.64181 -0.39435 -0.99792
H 4.73373 -2.68360 -0.54783
H 2.36567 -2.89899 0.16037
C 1.17982 -2.34192 3.20497
C -0.01353 -3.09400 2.66356
O -0.02213 -2.93270 1.22911
C -0.59438 -4.05995 0.53842
C -0.33879 -4.01701 -0.94562
H 1.22582 -2.44649 4.28881
H 1.10982 -1.26926 2.98742
H 2.10530 -2.73872 2.78782
H -0.95437 -2.70345 3.05801
H 0.04918 -4.15699 2.90107
H -1.66586 -4.10014 0.75787
H -0.13056 -4.95390 0.96323
H -0.90239 -3.24050 -1.45508
H -0.64203 -4.97803 -1.36248
H 0.72223 -3.88950 -1.17216
N -4.30840 -1.13602 -2.29972
C -2.97556 -0.88134 -2.26201
C -2.25473 -0.95720 -1.05353
N -0.95027 -0.73574 -1.02605
C -0.33397 -0.43432 -2.17770
C -1.05498 -0.37496 -3.35330
N -2.36264 -0.59511 -3.40709
H -4.84525 -1.11314 -1.45130
H -4.78892 -0.91757 -3.15646
H -2.74110 -1.18536 -0.11462
H 0.72959 -0.25058 -2.15009
H -0.56161 -0.13741 -4.28783
*
```

***

Going through the records in order, we get ΔE to the lowest compared entry with this formula, charge and spin values of 0.4618; 18.5240; 0.0895 eV.